Computed, not measured: a structure of composition C44H62N7O2RuS2Sb, with ωB97M-V/def2-TZVPD.

```
119
Properties=species:S:1:pos:R:3:lowdin_spin:R:1
Ru -1.37 -0.33 -0.71 3.436
C 0.83 6.35 11.28 0.000
O 1.57 5.25 10.77 0.000
C 1.22 4.71 9.61 0.000
C 2.00 3.62 9.19 0.000
C 1.72 2.99 8.00 0.000
C 0.66 3.43 7.19 0.000
C -0.12 4.50 7.63 0.000
C 0.15 5.15 8.82 0.000
C 0.33 2.79 5.93 0.000
N -0.70 3.11 5.16 0.000
C -0.62 2.28 4.09 0.001
C 0.47 1.43 4.19 0.000
N 1.07 1.77 5.38 0.000
C 0.78 0.46 3.20 0.002
C 1.86 -0.44 3.26 0.005
C 2.04 -1.35 2.25 0.002
C 1.14 -1.36 1.17 0.021
N 0.12 -0.52 1.09 0.054
C -0.08 0.38 2.08 0.006
C -1.23 1.27 1.97 0.008
N -2.03 1.15 0.88 0.074
C -3.07 1.96 0.76 0.014
C -3.40 2.93 1.71 0.002
C -2.61 3.06 2.82 0.007
C -1.49 2.22 2.97 0.002
H 1.30 6.61 12.22 0.000
H -0.21 6.07 11.45 0.000
H 0.88 7.20 10.60 0.000
H 2.82 3.30 9.82 0.000
H 2.34 2.15 7.71 0.000
H -0.94 4.84 7.01 0.000
H -0.46 5.98 9.13 0.000
H 1.91 1.39 5.78 0.000
H 2.54 -0.43 4.10 0.000
H 2.85 -2.06 2.27 0.000
H 1.25 -2.07 0.37 0.020
H -3.68 1.83 -0.13 0.001
H -4.27 3.56 1.56 0.000
H -2.82 3.79 3.59 0.000
C 4.34 -4.70 -3.16 0.032
C 3.92 -3.70 -2.10 0.075
C 3.54 -4.39 -0.80 0.007
C 5.01 -2.66 -1.84 0.004
Sb 2.13 -2.68 -2.86 0.557
C 0.62 -4.07 -3.64 0.071
C -0.70 -3.31 -3.74 0.013
C 0.50 -5.22 -2.66 0.004
C 1.08 -4.55 -5.01 0.030
C 2.59 -1.08 -4.28 0.068
C 3.56 -1.62 -5.33 0.028
C 3.20 0.07 -3.50 0.010
C 1.28 -0.65 -4.94 0.004
H 5.26 -5.20 -2.82 0.010
H 4.57 -4.24 -4.12 0.002
H 3.60 -5.49 -3.31 0.001
H 4.41 -4.93 -0.43 0.000
H 2.73 -5.11 -0.92 0.000
H 3.25 -3.67 -0.02 0.003
H 5.87 -3.18 -1.42 0.001
H 4.70 -1.90 -1.12 0.002
H 5.35 -2.17 -2.76 0.000
H -1.01 -2.86 -2.79 0.011
H -1.48 -4.01 -4.03 0.000
H -0.67 -2.52 -4.50 0.000
H 0.20 -4.89 -1.66 0.002
H 1.42 -5.80 -2.58 0.000
H -0.27 -5.90 -3.03 0.000
H 1.19 -3.74 -5.73 0.001
H 0.32 -5.23 -5.41 0.009
H 2.02 -5.11 -4.96 0.001
H 4.53 -1.90 -4.91 0.001
H 3.74 -0.83 -6.07 0.008
H 3.16 -2.48 -5.88 0.001
H 4.11 -0.21 -2.98 0.001
H 2.50 0.50 -2.78 0.004
H 3.47 0.86 -4.21 0.000
H 0.84 -1.44 -5.54 0.000
H 1.50 0.19 -5.61 0.000
H 0.54 -0.30 -4.21 0.002
O -0.39 1.18 -1.96 0.118
S -1.01 2.53 -2.41 0.014
C -0.29 2.91 -4.02 0.004
C 0.99 3.71 -3.76 0.000
C 0.63 4.66 -2.62 0.001
C -0.03 3.79 -1.55 0.003
H -1.04 3.50 -4.55 0.001
H -0.15 1.96 -4.53 0.000
H 1.29 4.25 -4.65 0.000
H 1.80 3.05 -3.47 0.000
H -0.07 5.42 -2.96 0.000
H 1.50 5.17 -2.21 0.000
H -0.67 4.33 -0.85 0.000
H 0.70 3.20 -0.99 0.000
C -3.10 -1.91 3.62 0.001
N -2.46 -2.05 2.31 0.008
C -3.01 -2.64 1.26 0.025
N -4.22 -3.18 1.37 0.012
S -2.20 -2.75 -0.26 0.115
H -2.43 -1.34 4.26 0.000
H -3.26 -2.88 4.08 0.000
H -4.04 -1.37 3.53 0.000
H -1.53 -1.70 2.18 0.000
H -4.68 -3.29 2.26 0.001
H -4.60 -3.68 0.58 0.001
C -6.33 -0.07 -5.11 0.000
C -5.21 -0.10 -4.13 0.001
C -5.43 -0.21 -2.76 0.002
C -4.35 -0.24 -1.89 0.005
N -3.08 -0.16 -2.29 0.056
C -2.86 -0.07 -3.61 0.009
C -3.88 -0.04 -4.55 0.002
H -7.30 -0.12 -4.62 0.000
H -6.25 -0.90 -5.81 0.000
H -6.30 0.85 -5.70 0.000
H -6.43 -0.27 -2.37 0.000
H -4.51 -0.35 -0.82 0.000
H -1.82 -0.02 -3.91 0.001
H -3.63 0.03 -5.60 0.000
```

Results
LUMO energy (spin up / spin down) (eV): -7.12 / -9.36
2S+1: 6
HOMO (spin up / spin down) (eV): -12.99 / -12.99
Charge: +3
Maximum force (eV/Å): 0.43
Kohn-Sham gap (spin up / spin down) (eV): 5.871 / 3.629
Energy relative to the best compared isomer or geometry (same formula, charge and spin) (eV): 0.000
Expectation value of S²: 8.760



Computed, not measured: a structure of composition C44H63BF5MnN3PS at a distorted geometry, with ωB97M-V/def2-TZVPD.

```
119
Properties=species:S:1:pos:R:3:lowdin_spin:R:1
Mn -0.65 1.02 -0.48 0.953
F 3.91 2.86 4.00 0.000
C 3.16 2.05 3.27 0.000
C 1.93 2.49 2.78 0.000
F 1.49 3.72 3.04 0.000
C 1.17 1.63 2.01 0.001
F 0.00 2.06 1.44 0.005
C 1.58 0.33 1.72 0.000
S 0.65 -0.74 0.63 -0.006
C 2.83 -0.08 2.18 0.000
F 3.27 -1.29 1.87 0.000
C 3.62 0.77 2.95 0.000
F 4.81 0.37 3.39 0.000
C 1.51 -3.45 3.44 0.000
C 0.77 -4.73 3.03 0.000
C -0.46 -4.96 3.91 0.000
C 0.52 -4.75 1.54 0.000
C 1.18 -5.75 0.82 0.000
C 1.10 -5.81 -0.56 0.000
C 0.37 -4.86 -1.25 0.000
C -0.33 -3.87 -0.58 0.000
C -1.19 -2.89 -1.35 0.000
C -2.65 -3.36 -1.29 0.000
C -0.76 -2.68 -2.80 0.000
C -0.26 -3.84 0.83 0.000
N -1.00 -2.84 1.52 0.000
B -0.77 -1.45 1.62 0.001
N -1.88 -0.89 2.28 0.001
C -2.74 -1.95 2.59 0.000
C -2.21 -3.10 2.12 0.000
C -2.31 0.44 2.55 0.001
C -2.92 1.16 1.50 0.001
C -3.39 2.44 1.75 0.001
C -3.27 3.01 3.00 0.000
C -2.66 2.30 4.02 0.000
C -2.17 1.01 3.82 0.000
C -1.59 0.33 5.05 0.000
C -2.67 -0.47 5.79 0.000
C -0.37 -0.56 4.81 0.000
C -3.16 0.53 0.14 -0.002
C -3.11 1.53 -1.03 0.014
C -4.52 -0.19 0.15 -0.001
H 1.71 -3.47 4.51 0.000
H 0.91 -2.57 3.23 0.000
H 2.45 -3.37 2.91 0.000
H 1.45 -5.56 3.23 0.000
H -1.07 -4.07 4.00 0.000
H -0.13 -5.24 4.91 0.000
H -1.06 -5.77 3.51 0.000
H 1.76 -6.48 1.36 0.000
H 1.62 -6.59 -1.09 0.000
H 0.34 -4.91 -2.33 0.000
H -1.11 -1.90 -0.87 0.000
H -2.73 -4.34 -1.74 0.000
H -3.30 -2.67 -1.82 0.000
H -2.99 -3.43 -0.26 0.000
H -0.89 -3.58 -3.39 0.000
H 0.27 -2.36 -2.86 0.000
H -1.38 -1.90 -3.25 0.000
H -3.65 -1.78 3.12 0.000
H -2.61 -4.09 2.18 0.000
H -3.88 2.99 0.96 0.000
H -3.66 4.00 3.18 0.000
H -2.58 2.76 4.99 0.000
H -1.27 1.15 5.71 0.000
H -2.97 -1.34 5.22 0.000
H -3.54 0.15 5.98 0.000
H -2.28 -0.81 6.75 0.000
H -0.65 -1.54 4.45 0.000
H 0.16 -0.70 5.76 0.000
H 0.33 -0.11 4.11 0.000
H -2.41 -0.26 -0.05 -0.001
H -4.06 2.06 -1.15 0.003
H -2.93 1.00 -1.98 0.002
H -2.33 2.32 -0.88 0.005
H -5.30 0.49 0.51 0.000
H -4.51 -1.05 0.81 0.000
H -4.78 -0.53 -0.85 0.000
C 2.79 -0.17 -3.65 0.000
C 3.08 1.19 -3.02 0.009
C 4.14 1.91 -3.84 0.002
C 3.56 0.91 -1.59 0.000
P 1.41 2.13 -2.86 0.008
N 0.55 1.47 -1.71 0.001
C 1.68 3.98 -2.37 -0.003
C 2.10 4.87 -3.53 -0.001
C 2.75 4.01 -1.28 0.000
C 0.38 4.46 -1.72 0.003
C 0.35 1.97 -4.45 -0.003
C -0.85 2.91 -4.27 0.001
C -0.22 0.56 -4.45 0.002
C 1.08 2.30 -5.74 -0.001
H 3.67 -0.80 -3.57 0.000
H 2.55 -0.09 -4.71 0.000
H 1.98 -0.67 -3.12 0.000
H 5.01 1.26 -3.95 0.001
H 4.47 2.83 -3.37 0.000
H 3.77 2.14 -4.84 0.000
H 4.24 0.06 -1.59 0.000
H 2.70 0.65 -0.97 -0.001
H 4.08 1.75 -1.16 0.000
H 2.98 4.47 -4.03 0.000
H 2.34 5.86 -3.16 0.000
H 1.30 4.98 -4.26 0.000
H 3.74 3.81 -1.67 0.000
H 2.51 3.28 -0.50 0.000
H 2.77 5.00 -0.82 0.000
H -0.37 4.76 -2.44 0.000
H 0.59 5.32 -1.08 0.000
H -0.03 3.66 -1.08 0.003
H -1.30 2.73 -3.29 0.001
H -1.59 2.68 -5.04 0.000
H -0.58 3.95 -4.38 0.000
H -0.51 0.30 -3.42 0.003
H 0.47 -0.18 -4.82 0.000
H -1.11 0.52 -5.08 0.000
H 1.53 3.29 -5.70 0.000
H 0.37 2.29 -6.57 0.000
H 1.86 1.58 -5.97 0.000
```

Results
LUMO energy (spin up / spin down) (eV): -2.33 / -2.12
2S+1: 2
HOMO (spin up / spin down) (eV): -10.27 / -10.20
Charge: +1
Maximum force (eV/Å): 1.22
Kohn-Sham gap (spin up / spin down) (eV): 7.939 / 8.072
Expectation value of S²: 1.023



Computed, not measured: a structure of composition C44H66AsF6O33 at a distorted geometry, with ωB97M-V/def2-TZVPD.

```
150
Properties=species:S:1:pos:R:3:mulliken_charge:R:1
As -0.24 -0.91 -0.08 2.092
F 0.11 0.82 -0.05 -0.491
F 0.41 -0.99 -1.78 -0.552
F -0.62 -2.63 -0.16 -0.487
F -0.86 -0.93 1.61 -0.517
F -1.82 -0.59 -0.82 -0.509
F 1.46 -1.21 0.53 -0.542
C -2.09 5.86 -2.83 -1.472
C -1.98 6.63 -4.17 0.465
C -2.28 8.06 -4.13 -0.378
O -1.06 8.58 -4.69 -0.357
C -0.21 7.64 -5.04 0.686
O 0.95 7.76 -5.46 -0.581
O -0.65 6.49 -4.51 -0.284
H -1.88 4.80 -2.97 0.363
H -3.10 5.98 -2.41 0.403
H -1.47 6.36 -2.09 0.377
H -2.62 6.20 -4.93 0.231
H -2.56 8.42 -3.13 0.276
H -3.14 8.32 -4.75 0.269
C -5.84 1.55 -5.06 -1.430
C -7.04 0.65 -5.35 0.513
C -6.99 -0.61 -4.55 -0.445
O -8.15 -0.64 -3.82 -0.320
C -8.87 0.42 -4.02 0.693
O -9.98 0.68 -3.53 -0.580
O -8.15 1.28 -4.81 -0.350
H -4.93 1.02 -5.31 0.389
H -5.74 1.83 -4.01 0.358
H -6.00 2.42 -5.70 0.347
H -7.17 0.53 -6.42 0.253
H -6.17 -0.73 -3.85 0.284
H -6.86 -1.47 -5.21 0.287
C 2.12 1.93 -6.29 -1.519
C 3.47 1.26 -6.25 0.505
C 3.96 0.57 -7.50 -0.301
O 5.17 1.28 -7.78 -0.357
C 5.46 2.14 -6.84 0.690
O 6.57 2.73 -6.73 -0.616
O 4.45 2.18 -5.99 -0.311
H 2.15 2.84 -6.88 0.377
H 1.80 2.18 -5.27 0.360
H 1.33 1.31 -6.72 0.394
H 3.46 0.50 -5.46 0.203
H 3.24 0.82 -8.28 0.279
H 4.06 -0.51 -7.33 0.296
C 0.75 5.86 3.77 -1.358
C 1.55 6.26 5.00 0.521
C 0.99 7.27 5.97 -0.493
O 1.32 6.77 7.27 -0.330
C 1.49 5.48 7.16 0.699
O 1.55 4.71 8.11 -0.601
O 1.59 5.17 5.87 -0.333
H -0.31 5.64 3.89 0.323
H 1.16 4.97 3.30 0.334
H 0.82 6.66 3.04 0.396
H 2.53 6.66 4.72 0.251
H -0.09 7.41 5.91 0.281
H 1.49 8.22 5.78 0.310
C -5.87 -4.80 2.05 -1.420
C -5.91 -3.29 2.19 0.450
C -6.98 -2.43 1.46 -0.361
O -7.55 -1.64 2.52 -0.326
C -7.12 -2.09 3.69 0.709
O -7.47 -1.53 4.71 -0.620
O -6.25 -3.04 3.58 -0.338
H -5.08 -5.19 2.71 0.341
H -5.68 -5.03 1.00 0.385
H -6.78 -5.37 2.21 0.361
H -4.91 -2.90 2.01 0.277
H -7.74 -2.98 0.91 0.276
H -6.43 -1.77 0.78 0.267
C 6.47 -2.83 0.35 -1.413
C 7.02 -2.69 -1.06 0.480
C 6.07 -2.54 -2.24 -0.324
O 6.75 -1.62 -3.05 -0.283
C 7.81 -1.12 -2.42 0.668
O 8.64 -0.32 -2.93 -0.614
O 7.91 -1.62 -1.21 -0.344
H 7.22 -2.86 1.14 0.352
H 5.95 -3.77 0.49 0.367
H 5.79 -2.00 0.56 0.356
H 7.60 -3.60 -1.26 0.176
H 5.16 -2.12 -1.82 0.312
H 5.91 -3.50 -2.72 0.268
C 4.82 3.65 -0.38 -1.317
C 5.15 5.03 -0.92 0.507
C 3.97 5.92 -1.33 -0.407
O 3.94 6.94 -0.35 -0.312
C 5.02 6.88 0.44 0.673
O 5.32 7.78 1.28 -0.615
O 5.72 5.75 0.17 -0.354
H 5.69 3.12 0.00 0.358
H 4.45 3.06 -1.22 0.360
H 4.08 3.76 0.42 0.313
H 5.83 4.98 -1.76 0.254
H 3.05 5.34 -1.38 0.273
H 4.12 6.37 -2.31 0.269
C 2.81 -1.57 6.51 -1.513
C 1.54 -2.39 6.34 0.516
C 1.67 -3.54 5.44 -0.338
O 1.16 -4.58 6.20 -0.321
C 0.98 -4.23 7.45 0.699
O 0.66 -4.92 8.40 -0.593
O 1.26 -2.94 7.60 -0.356
H 2.94 -1.08 5.54 0.394
H 3.67 -2.19 6.77 0.366
H 2.76 -0.84 7.31 0.355
H 0.76 -1.68 6.08 0.242
H 2.71 -3.73 5.19 0.229
H 1.12 -3.45 4.50 0.321
C 0.65 -5.36 -4.25 -1.400
C -0.26 -5.15 -5.40 0.510
C -1.55 -4.38 -5.14 -0.407
O -1.56 -3.35 -6.09 -0.310
C -0.42 -3.29 -6.74 0.695
O -0.20 -2.59 -7.72 -0.606
O 0.41 -4.27 -6.31 -0.353
H 0.09 -6.00 -3.57 0.385
H 0.91 -4.42 -3.76 0.342
H 1.56 -5.90 -4.55 0.348
H -0.55 -6.08 -5.89 0.234
H -1.50 -3.97 -4.13 0.274
H -2.48 -4.93 -5.20 0.288
C -3.52 2.14 6.01 -1.460
C -4.65 3.03 6.51 0.470
C -5.10 2.67 7.92 -0.419
O -5.03 3.89 8.61 -0.336
C -4.57 4.85 7.80 0.692
O -4.32 6.00 8.14 -0.579
O -4.13 4.30 6.66 -0.322
H -3.83 1.17 5.63 0.378
H -2.70 2.07 6.72 0.354
H -3.13 2.57 5.09 0.348
H -5.51 3.12 5.86 0.277
H -4.43 1.97 8.43 0.303
H -6.11 2.27 7.84 0.292
C 0.88 -8.79 1.49 -1.388
C 1.66 -10.01 0.95 0.475
C 3.17 -10.06 1.21 -0.404
O 3.43 -11.27 1.87 -0.333
C 2.26 -11.92 2.12 0.684
O 2.13 -13.04 2.66 -0.564
O 1.25 -11.11 1.70 -0.345
H 1.08 -8.64 2.56 0.344
H -0.20 -8.83 1.35 0.344
H 1.28 -7.94 0.94 0.390
H 1.45 -10.18 -0.10 0.241
H 3.39 -9.19 1.84 0.267
H 3.84 -10.04 0.35 0.290
```

Results
LUMO energy (eV): 1.10
2S+1: 1
HOMO (eV): -9.19
Charge: -1
Maximum force (eV/Å): 5.36
Kohn-Sham gap (eV): 10.290
Energy relative to the best compared isomer or geometry (same formula, charge and spin) (eV): 6.927